(1)
DFT (ωB97M-V with the def2-TZVPD basis set) results for a molecular structure, C43H64NO7P2RuSi.

HOMO-LUMO gap (alpha / beta) = 7.755 / 7.027 eV
⟨S²⟩ = 8.763
Highest occupied orbital energy (alpha / beta) = -12.2 / -13.8 eV
LUMO level (alpha / beta) = -4.4532 / -6.7541 eV

Geometry as ORCA input:
```
! wB97M-V def2-TZVPD RIJCOSX def2/J DEFGRID3
* xyz 2 6
Ru 0.6074 0.1263 1.5216
C -0.8162 -0.6625 4.9473
O 0.4247 -0.4127 4.2970
C 1.5116 -1.0814 4.8992
C 2.6933 -0.9582 3.9604
O 2.3309 -1.1721 2.5916
C 2.1012 -2.5312 2.2025
C 0.6518 -2.9495 2.3150
O -0.1609 -1.9385 1.7142
C -1.4210 -2.4271 1.2131
H -0.8424 -0.2019 5.9365
H -0.9951 -1.7372 5.0477
H -1.6018 -0.2304 4.3307
H 1.2543 -2.1293 5.0889
H 1.7636 -0.6272 5.8614
H 3.4803 -1.6577 4.2408
H 3.1085 0.0454 3.9861
H 2.7421 -3.2031 2.7748
H 2.3937 -2.5917 1.1541
H 0.3166 -3.1150 3.3402
H 0.5317 -3.8822 1.7616
H -1.2422 -3.1294 0.3981
H -1.9723 -1.5684 0.8421
H -1.9765 -2.9077 2.0195
C -2.0533 4.0036 1.8112
N -1.2269 2.7965 1.6635
P -0.0155 2.3200 2.7668
C -0.6871 2.7585 4.3714
C -0.0317 3.6319 5.2349
C -0.6147 3.9636 6.4512
C -1.8464 3.4311 6.8004
C -2.5050 2.5611 5.9366
C -1.9250 2.2204 4.7276
C 1.4046 3.3911 2.4396
C 1.3280 4.4421 1.5296
C 2.4331 5.2537 1.3139
C 3.6190 5.0151 1.9931
C 3.7052 3.9606 2.8938
C 2.6020 3.1529 3.1173
P -1.4991 1.5267 0.5708
C -2.3461 2.3034 -0.8196
C -3.7117 2.0884 -1.0076
C -4.3764 2.7057 -2.0586
C -3.6808 3.5380 -2.9232
C -2.3203 3.7609 -2.7390
C -1.6526 3.1456 -1.6927
C 1.5333 0.0304 -1.0521
C 2.5872 0.2400 -0.1563
C 3.2982 1.4477 -0.1806
C 2.9602 2.4261 -1.0895
C 1.8882 2.2171 -1.9577
C 1.1564 1.0463 -1.9325
H -1.5661 4.6962 2.4943
H -3.0361 3.7524 2.2130
H -2.1787 4.4874 0.8450
H 0.9233 4.0629 4.9612
H -0.1093 4.6469 7.1212
H -2.3007 3.6976 7.7463
H -3.4708 2.1539 6.2070
H -2.4498 1.5515 4.0496
H 0.4075 4.6342 0.9928
H 2.3639 6.0792 0.6169
H 4.4775 5.6543 1.8273
H 4.6278 3.7797 3.4313
H 2.6642 2.3487 3.8438
H -4.2606 1.4454 -0.3286
H -5.4372 2.5393 -2.1980
H -4.1990 4.0189 -3.7434
H -1.7831 4.4164 -3.4137
H -0.5926 3.3200 -1.5470
H 2.9483 -0.5854 0.4402
H 4.1292 1.5885 0.4979
H 3.5258 3.3461 -1.1376
H 1.6229 2.9889 -2.6720
H 0.3106 0.8978 -2.5939
C 1.6961 -0.0483 -5.0890
C 1.4168 -1.5229 -4.8523
C 0.2011 -1.9645 -5.6473
C 2.6445 -2.3540 -5.1896
O 1.1831 -1.6818 -3.4293
Si 0.1135 -1.9243 -2.2611
O 0.8567 -1.1416 -0.9532
O -0.1257 -3.4429 -1.7697
C 0.6198 -4.6840 -1.8636
C 2.0822 -4.4228 -1.5408
C -0.0141 -5.6148 -0.8447
C 0.4530 -5.2502 -3.2640
O -1.2951 -1.1465 -2.3576
C -2.6712 -1.3998 -2.7432
C -3.0774 -0.2388 -3.6354
C -2.8256 -2.7310 -3.4593
C -3.4797 -1.4003 -1.4543
H 1.9067 0.1287 -6.1449
H 2.5595 0.2770 -4.5040
H 0.8272 0.5544 -4.8115
H 0.4176 -1.9014 -6.7148
H -0.6523 -1.3152 -5.4401
H -0.0718 -2.9973 -5.4230
H 2.9280 -2.1995 -6.2327
H 2.4586 -3.4182 -5.0467
H 3.4831 -2.0569 -4.5567
H 2.1733 -3.9487 -0.5593
H 2.5385 -3.7698 -2.2888
H 2.6399 -5.3606 -1.5185
H 0.1204 -5.2367 0.1726
H 0.4376 -6.6064 -0.8977
H -1.0838 -5.7122 -1.0398
H 0.9076 -4.5901 -4.0001
H -0.6040 -5.3759 -3.5046
H 0.9396 -6.2246 -3.3409
H -2.4759 -0.2224 -4.5454
H -2.9390 0.7086 -3.1093
H -4.1266 -0.3267 -3.9247
H -2.2560 -2.7527 -4.3902
H -3.8766 -2.8829 -3.7117
H -2.5042 -3.5565 -2.8245
H -3.2685 -0.4947 -0.8801
H -3.2306 -2.2755 -0.8487
H -4.5491 -1.4323 -1.6701
*
```

Mulliken atomic charge list, values in e, 99 entries: Ru 2.066; C -1.047; O 0.101; C -0.543; C -0.996; O -0.086; C -1.041; C 0.074; O 0.357; C -0.275; H 0.322; H 0.467; H 0.162; H 0.400; H 0.531; H 0.418; H 0.239; H 0.591; H 0.057; H 0.249; H 0.038; H -0.495; H -0.042; H 0.355; C -1.209; N 1.421; P -0.418; C 1.118; C -0.813; C -0.693; C -0.664; C -0.910; C -0.735; C 1.026; C -0.419; C -0.773; C -0.686; C -0.869; C -0.342; P -0.837; C 0.712; C -0.606; C -0.697; C -0.611; C -0.757; C -0.214; C -0.100; C -0.373; C -0.818; C -0.989; C -0.840; C -0.717; H 0.435; H 0.287; H 0.373; H 0.390; H 0.462; H 0.436; H 0.459; H 0.618; H 0.227; H 0.480; H 0.425; H 0.477; H 0.509; H 0.465; H 0.470; H 0.430; H 0.468; H 0.398; H 0.648; H 0.526; H 0.507; H 0.607; H 0.824; C -1.407; C 1.573; C -1.185; C -1.559; O 0.837; Si -2.862; O 0.431; O 0.312; C 1.610; C -1.088; C -1.538; C -1.340; O 1.766; C 1.681; C -1.225; C -1.363; C -1.484; H 0.592; H 0.250; H 0.162; H 0.616; H 0.094; H 0.180; H 0.492

***

(2)
DFT (ωB97M-V with the def2-TZVPD basis set) results for 2 unconnected molecules or ions with the total composition C22H15Cl2NO in a non-equilibrium geometry.

HOMO-LUMO gap = 2.522 eV
Highest occupied orbital energy = -6.1 eV
LUMO level = -3.5442 eV

Geometry as ORCA input:
```
! wB97M-V def2-TZVPD RIJCOSX def2/J DEFGRID3
* xyz 0 1
Cl -6.5746 3.5898 -1.0634
C -5.0785 2.7675 -1.0257
C -5.0515 1.3608 -0.9948
C -3.8317 0.6987 -0.9503
C -2.6044 1.4136 -0.9393
C -1.3568 0.7146 -0.8808
C -0.1275 1.3478 -1.0201
C 1.1056 0.7137 -0.9420
C 2.3549 1.4093 -0.9892
C 3.5802 0.6900 -1.0099
C 4.8033 1.3475 -1.0275
C 4.8357 2.7547 -1.0276
Cl 6.3362 3.5703 -1.0311
C 3.6427 3.4954 -1.0214
C 2.4211 2.8319 -1.0048
C -2.6651 2.8356 -0.9835
C -3.8831 3.5036 -1.0224
H -5.9859 0.8064 -1.0003
H -3.7894 -0.3908 -0.9154
H -1.3706 -0.3648 -0.7259
H -0.1309 2.4193 -1.2215
H 1.1150 -0.3734 -0.8433
H 3.5379 -0.3999 -1.0082
H 5.7355 0.7888 -1.0365
H 3.6808 4.5821 -1.0256
H 1.5058 3.4223 -0.9892
H -1.7482 3.4236 -0.9723
H -3.9151 4.5899 -1.0481
O -1.6584 -1.7792 1.7955
C -0.8822 -2.7514 1.9570
C 0.2032 -2.7576 2.9415
C 1.0809 -3.8064 3.0512
C 0.9686 -4.9486 2.2366
C 1.8969 -6.0389 2.3650
N 2.6531 -6.9290 2.4676
C -0.0756 -5.0029 1.2951
C -0.9726 -3.9746 1.1577
H 0.3006 -1.8798 3.5777
H 1.8887 -3.7649 3.7836
H -0.1664 -5.8880 0.6642
H -1.7780 -4.0271 0.4274
*
```

Need the natural (NBO) charges? In units of e they are: Cl 0.067; C 0.020; C -0.244; C -0.097; C -0.166; C 0.066; C -0.310; C 0.049; C -0.147; C -0.113; C -0.241; C 0.015; Cl 0.067; C -0.241; C -0.125; C -0.070; C -0.266; H 0.244; H 0.245; H 0.255; H 0.201; H 0.236; H 0.235; H 0.245; H 0.240; H 0.216; H 0.206; H 0.238; O -0.722; C 0.409; C -0.335; C -0.145; C -0.289; C 0.302; N -0.389; C -0.154; C -0.333; H 0.207; H 0.210; H 0.212; H 0.202

***

(3)
DFT (ωB97M-V with the def2-TZVPD basis set) results for a molecular structure, C45H70Cl2MgN4O3 in a non-equilibrium geometry.

HOMO-LUMO gap = 7.337 eV
Highest occupied orbital energy = -7.2 eV
ΔE to the lowest compared entry with this formula, charge and spin = 33.52 kJ/mol
LUMO level = 0.1645 eV

Geometry as ORCA input:
```
! wB97M-V def2-TZVPD RIJCOSX def2/J DEFGRID3
* xyz 0 1
Mg 0.1582 0.3678 0.2562
C -2.2325 1.6972 1.6514
N -0.8658 2.1775 1.5223
C -0.2598 2.4286 2.8302
C -0.7612 3.3797 0.6836
C -0.8151 3.0385 -0.7913
N 0.1837 2.0335 -1.1750
C 1.5439 2.6099 -1.1107
C 2.6905 1.6393 -1.1688
C 3.5784 1.6677 -2.2368
C 4.7758 0.9712 -2.1924
C 5.0810 0.3321 -0.9874
C 4.2356 0.2816 0.1145
C 2.9413 0.8528 -0.0212
O 1.9827 0.7141 0.8857
C 4.7358 -0.2637 1.4609
C 6.2259 -0.6082 1.4160
C 4.5491 0.8313 2.5252
C 3.9945 -1.5318 1.8959
C 5.7695 0.9348 -3.3535
C 5.2882 1.7696 -4.5404
C 7.1285 1.4893 -2.9046
C 5.9491 -0.5147 -3.8222
C -0.1276 1.5481 -2.5440
C 0.1007 0.0977 -2.8750
C 0.7776 -0.2222 -4.0507
C 0.7285 -1.4940 -4.5902
C -0.0971 -2.4157 -3.9349
C -0.7819 -2.1536 -2.7575
C -0.6027 -0.8782 -2.1451
O -1.0973 -0.5752 -0.9468
C -1.7943 -3.1646 -2.2020
C -1.9711 -4.3783 -3.1184
C -3.1604 -2.4627 -2.1111
C -1.3832 -3.6987 -0.8261
C 1.4712 -1.9062 -5.8607
C 2.3146 -0.7630 -6.4223
C 2.4124 -3.0794 -5.5503
C 0.4638 -2.3379 -6.9346
H -3.0424 2.4002 1.8923
H -2.2556 0.9072 2.4031
H -2.5617 1.2282 0.7148
H -0.7298 3.2766 3.3452
H 0.8039 2.6232 2.6977
H -0.3683 1.5466 3.4591
H 0.1670 3.8873 0.9400
H -1.5736 4.0817 0.9138
H -0.7038 3.9526 -1.3911
H -1.7993 2.6245 -1.0163
H 1.6273 3.1341 -0.1578
H 1.6526 3.3551 -1.9115
H 3.3227 2.2766 -3.0967
H 6.0473 -0.1469 -0.9058
H 6.8378 0.2547 1.1438
H 6.4334 -1.4184 0.7138
H 6.5410 -0.9430 2.4067
H 5.1214 1.7231 2.2584
H 4.9060 0.4754 3.4958
H 3.5008 1.1109 2.6167
H 4.2042 -2.3571 1.2130
H 2.9205 -1.3775 1.9066
H 4.3256 -1.8250 2.8969
H 5.1852 2.8243 -4.2759
H 4.3275 1.4156 -4.9193
H 6.0125 1.6987 -5.3545
H 7.0296 2.5213 -2.5618
H 7.8392 1.4686 -3.7346
H 7.5540 0.9038 -2.0887
H 4.9990 -0.9289 -4.1690
H 6.3079 -1.1533 -3.0142
H 6.6660 -0.5665 -4.6460
H 0.3960 2.1766 -3.2752
H -1.1966 1.7217 -2.6916
H 1.3251 0.5697 -4.5496
H -0.2150 -3.3921 -4.3855
H -2.3124 -4.0930 -4.1160
H -2.7242 -5.0401 -2.6846
H -1.0479 -4.9530 -3.2167
H -3.4848 -2.1375 -3.1022
H -3.1012 -1.5895 -1.4642
H -3.9113 -3.1539 -1.7170
H -0.5248 -4.3668 -0.9084
H -2.2110 -4.2631 -0.3845
H -1.1100 -2.8871 -0.1615
H 3.0451 -0.4142 -5.6903
H 1.6985 0.0862 -6.7261
H 2.8622 -1.1086 -7.3016
H 3.1792 -2.7837 -4.8296
H 2.9182 -3.4138 -6.4596
H 1.8721 -3.9316 -5.1346
H -0.2165 -1.5186 -7.1750
H -0.1370 -3.1855 -6.6007
H 0.9837 -2.6346 -7.8491
Cl 1.7202 -2.4227 -0.4290
C 2.7291 -2.1191 -1.8534
Cl 4.1680 -3.1565 -1.8510
H 3.0514 -1.0833 -1.8366
H 2.1353 -2.3517 -2.7286
C -4.9548 -4.7809 1.0133
C -5.1177 -4.0013 2.3087
N -4.0541 -3.0117 2.4963
C -4.4531 -1.6079 2.5453
C -4.8689 -1.0600 1.1890
C -2.8560 -3.4886 2.9348
O -2.6768 -4.6652 3.2043
C -1.6912 -2.5412 3.0058
C -0.7869 -2.6433 4.0557
C 0.3417 -1.8430 4.0537
C 0.5520 -0.9872 2.9835
N -0.3031 -0.9049 1.9618
C -1.4010 -1.6613 1.9767
H -5.7570 -5.5121 0.9047
H -4.0054 -5.3147 1.0117
H -4.9801 -4.1101 0.1528
H -5.1110 -4.6823 3.1606
H -6.0652 -3.4611 2.3152
H -3.6327 -1.0240 2.9562
H -5.2821 -1.5191 3.2552
H -4.0342 -1.0730 0.4876
H -5.2261 -0.0333 1.2843
H -5.6743 -1.6545 0.7551
H -0.9749 -3.3592 4.8457
H 1.0708 -1.8927 4.8503
H 1.4321 -0.3603 2.9092
H -2.0448 -1.5674 1.1108
*
```

Mulliken atomic charge list, values in e, 99 entries: Mg 3.403; C -1.305; N 0.705; C -1.220; C -1.507; C -1.068; N 0.943; C -2.064; C 0.282; C -0.366; C -0.325; C -0.313; C 0.286; C 0.429; O -0.945; C 2.360; C -2.437; C -1.586; C -1.365; C 2.299; C -2.101; C -1.847; C -1.459; C -2.246; C 0.746; C -0.203; C -0.152; C -0.585; C 0.008; C 0.789; O -1.353; C 2.254; C -2.402; C -1.049; C -0.789; C 2.344; C -2.032; C -1.597; C -1.883; H 0.281; H 0.294; H 0.255; H 0.428; H 0.248; H 0.317; H 0.528; H 0.509; H 0.358; H 0.534; H 0.463; H 0.514; H 0.465; H 0.369; H 0.375; H 0.414; H 0.478; H 0.347; H 0.492; H 0.072; H 0.241; H -0.113; H 0.554; H 0.400; H 0.246; H 0.469; H 0.374; H 0.495; H 0.276; H 0.003; H 0.260; H 0.536; H 0.305; H 0.532; H 0.198; H 0.461; H 0.402; H 0.463; H 0.447; H 0.312; H -0.066; H 0.361; H 0.412; H 0.184; H -0.495; H 0.148; H 0.369; H 0.499; H 0.129; H 0.547; H 0.239; H 0.369; H 0.319; H 0.481; Cl -0.070; C 2.496; Cl -0.139; H -1.793; H -0.462; C -0.816

***

(4)
DFT (ωB97M-V with the def2-TZVPD basis set) results for 2 unconnected molecules or ions with the total composition C4H14NS in a non-equilibrium geometry.

HOMO-LUMO gap = 8.965 eV
Highest occupied orbital energy = -13.0 eV
ΔE to the lowest compared entry with this formula, charge and spin = 104.47 kJ/mol
LUMO level = -3.9942 eV

Geometry as ORCA input:
```
! wB97M-V def2-TZVPD RIJCOSX def2/J DEFGRID3
* xyz 1 1
C -0.5335 -0.5588 2.6732
C 0.8932 -0.9952 2.2795
H -0.9004 -1.3611 3.3610
H -1.2791 -0.4770 1.8570
H -0.4519 0.4283 3.1998
H 0.9226 -2.0963 1.9934
H 1.3427 -0.3983 1.4941
H 1.5627 -0.9301 3.1796
C 0.0875 0.6354 -2.3909
C -0.0596 -0.1754 -1.1040
S 0.2866 -1.9460 -1.2733
N -0.6039 1.9835 -2.1346
H -0.4588 0.1520 -3.2220
H 1.1664 0.8184 -2.5869
H -1.1249 -0.0771 -0.7932
H 0.5783 0.2297 -0.3404
H 0.8967 -2.1840 -0.0995
H -0.4334 2.7121 -2.8551
H -0.2448 2.3369 -1.2450
H -1.6465 1.9033 -1.9928
*
```

Need the natural (NBO) charges? In units of e they are: C -0.620; C -0.612; H 0.228; H 0.191; H 0.213; H 0.202; H 0.176; H 0.232; C -0.222; C -0.568; S 0.015; N -0.688; H 0.242; H 0.248; H 0.211; H 0.237; H 0.165; H 0.456; H 0.441; H 0.453

***

Number 1: electronic energy -3325.06711 Eh. Number 2: electronic energy -1897.60439 Eh. Number 3: electronic energy -3322.14606 Eh. Number 4: electronic energy -613.46044 Eh.